No. 1
65
Properties=species:S:1:pos:R:3:nbo_charge:R:1 method="wB97M-V/def2-TZVPD" orbital_gap_ha="0.31564 / 0.23769" lumo_ev="-2.62 / -5.43" homo_ev="-11.2 / -11.9" total_charge=+1 de_lowest_kj_mol=0.0 multiplicity=2
Pt -0.16 -0.20 0.25 0.862
C 3.17 -4.77 -3.16 -0.650
C 2.49 -4.13 -1.99 0.101
C 1.49 -4.80 -1.27 -0.206
C 0.78 -4.16 -0.29 -0.158
C 1.03 -2.80 0.02 0.113
N 0.17 -2.08 0.78 -0.391
C -0.63 -2.67 1.77 0.156
C -0.05 -3.53 2.71 -0.196
C -0.79 -4.04 3.76 -0.191
C -2.12 -3.70 3.92 0.031
C -2.91 -4.20 5.10 -0.637
C -2.71 -2.85 2.99 -0.207
C -1.99 -2.35 1.91 0.118
N -2.70 -1.62 0.93 -0.162
C -3.95 -1.87 0.48 0.014
C -4.20 -1.06 -0.60 -0.307
C -3.01 -0.34 -0.79 0.026
N -2.13 -0.67 0.14 -0.291
C 2.13 -2.17 -0.63 0.240
C 2.80 -2.82 -1.63 -0.218
N 2.61 -0.90 -0.21 -0.173
C 3.89 -0.49 -0.22 0.019
C 3.94 0.79 0.28 -0.299
C 2.61 1.10 0.59 0.017
N 1.82 0.08 0.29 -0.276
H 3.04 -5.85 -3.16 0.231
H 4.23 -4.53 -3.18 0.234
H 2.73 -4.37 -4.08 0.263
H 1.24 -5.82 -1.53 0.236
H -0.05 -4.65 0.20 0.235
H 1.00 -3.76 2.61 0.233
H -0.30 -4.69 4.47 0.232
H -2.48 -5.11 5.50 0.232
H -3.95 -4.40 4.83 0.229
H -2.92 -3.45 5.90 0.239
H -3.75 -2.57 3.10 0.229
H -4.56 -2.62 0.96 0.242
H -5.09 -1.01 -1.19 0.261
H -2.75 0.34 -1.57 0.261
H 3.57 -2.29 -2.18 0.242
H 4.68 -1.14 -0.55 0.245
H 4.80 1.41 0.42 0.257
H 2.18 2.00 1.01 0.246
F -0.52 -1.59 -2.22 -0.711
Sb 0.01 -0.47 -3.68 3.182
F 1.25 0.40 -2.47 -0.718
F -1.30 0.76 -3.00 -0.715
F 0.52 0.75 -5.00 -0.661
F -1.23 -1.30 -4.79 -0.662
F 1.39 -1.68 -4.12 -0.682
N -0.44 1.73 -0.48 -0.812
C -0.23 2.87 0.41 0.189
C 0.37 4.01 -0.08 -0.266
C 0.56 5.10 0.76 -0.183
C 0.14 5.03 2.08 -0.204
C -0.46 3.88 2.56 -0.177
C -0.65 2.79 1.73 -0.268
H 0.22 1.77 -1.27 0.443
H -1.35 1.82 -0.92 0.419
H 0.68 4.06 -1.12 0.231
H 1.03 5.99 0.38 0.232
H 0.29 5.88 2.74 0.231
H -0.79 3.83 3.59 0.226
H -1.11 1.88 2.10 0.227


No. 2
60
Properties=species:S:1:pos:R:3:nbo_charge:R:1 method="wB97M-V/def2-TZVPD" orbital_gap_ha="0.27324 / 0.22599" lumo_ev="-3.32 / -4.69" homo_ev="-10.8 / -10.8" total_charge=+1 de_lowest_kj_mol=59.9 multiplicity=2
Ru -0.16 -1.04 0.33 0.672
C 1.28 -3.26 3.09 -0.192
C 0.22 -3.57 2.27 -0.189
C 0.34 -3.42 0.88 -0.177
C 1.54 -2.94 0.33 -0.274
C 2.61 -2.60 1.19 -0.200
C 2.48 -2.76 2.54 -0.185
H 1.20 -3.40 4.16 0.233
H -0.70 -3.95 2.69 0.233
H -0.41 -3.84 0.22 0.238
H 1.70 -3.00 -0.73 0.244
H 3.54 -2.26 0.76 0.230
H 3.31 -2.53 3.20 0.231
C 1.64 -1.32 -2.61 -0.665
C 0.19 -1.69 -2.69 0.298
C -0.25 -2.06 -3.99 -0.212
C -1.52 -2.46 -4.21 -0.093
C -2.41 -2.53 -3.12 -0.114
C -3.75 -2.96 -3.25 -0.158
C -4.58 -3.01 -2.16 -0.196
C -4.10 -2.63 -0.90 -0.160
C -2.80 -2.21 -0.74 -0.251
S -2.23 -1.67 0.82 0.295
C -1.93 -2.14 -1.86 0.230
N -0.63 -1.70 -1.65 -0.452
H 1.79 -0.37 -3.13 0.262
H 2.23 -2.07 -3.12 0.234
H 2.01 -1.19 -1.60 0.231
H 0.47 -2.02 -4.80 0.228
H -1.86 -2.74 -5.20 0.231
H -4.11 -3.25 -4.23 0.228
H -5.60 -3.35 -2.26 0.235
H -4.76 -2.67 -0.04 0.233
N 1.50 0.47 2.27 -0.323
C 1.64 1.02 3.49 -0.014
C 0.58 0.58 4.25 -0.330
C -0.17 -0.23 3.39 0.010
N 0.40 -0.30 2.20 -0.260
H 1.99 0.69 1.42 0.449
H 2.47 1.67 3.72 0.242
H 0.37 0.82 5.28 0.253
H -1.08 -0.77 3.58 0.235
C 1.06 7.18 0.73 -0.638
C 0.75 5.75 0.36 0.032
C 0.56 4.79 1.35 -0.225
C 0.25 3.48 1.02 -0.121
C 0.13 3.13 -0.32 -0.405
C 0.29 4.08 -1.32 -0.145
C 0.60 5.38 -0.97 -0.211
S -0.23 1.48 -0.76 2.399
O -0.77 1.46 -2.09 -0.924
O -1.11 0.89 0.31 -0.885
O 1.02 0.67 -0.60 -1.009
H 1.35 7.26 1.77 0.222
H 0.18 7.81 0.57 0.236
H 1.86 7.57 0.10 0.230
H 0.65 5.07 2.39 0.219
H 0.08 2.74 1.79 0.219
H 0.16 3.79 -2.36 0.246
H 0.73 6.12 -1.75 0.225


No. 3
69
Properties=species:S:1:pos:R:3:nbo_charge:R:1 method="wB97M-V/def2-TZVPD" orbital_gap_ha=0.21126 lumo_ev=-5.05 homo_ev=-10.8 total_charge=+1 de_lowest_kj_mol=382.6
W -0.06 0.21 -0.05 2.094
C 3.80 -0.36 -0.75 -0.683
C 2.56 -1.18 -0.74 0.518
N 1.80 -1.24 0.34 -0.405
N 1.31 -2.53 0.54 -0.385
C 0.16 -2.79 1.03 -0.080
S -1.20 -1.71 1.07 0.168
S -0.17 -4.41 1.60 0.310
C 1.47 -4.92 2.26 -0.523
C 1.71 -4.32 3.61 -0.058
C 1.17 -4.94 4.74 -0.151
C 1.34 -4.39 6.00 -0.215
C 2.08 -3.22 6.15 -0.218
C 2.64 -2.62 5.03 -0.204
C 2.45 -3.15 3.77 -0.224
C 2.16 -1.92 -1.92 -0.204
C 2.97 -2.65 -2.78 -0.132
C 2.44 -3.24 -3.91 -0.203
C 1.09 -3.06 -4.22 -0.162
C 0.28 -2.28 -3.41 -0.178
C 0.80 -1.73 -2.26 0.308
O 0.04 -0.93 -1.47 -0.610
H 4.62 -1.02 -0.44 0.266
H 3.74 0.46 -0.04 0.233
H 4.02 0.02 -1.75 0.252
H 2.21 -4.61 1.52 0.251
H 1.41 -6.00 2.31 0.244
H 0.60 -5.85 4.61 0.208
H 0.92 -4.88 6.86 0.222
H 2.23 -2.80 7.13 0.218
H 3.26 -1.73 5.16 0.209
H 2.89 -2.67 2.90 0.214
H 4.02 -2.78 -2.53 0.228
H 3.06 -3.83 -4.56 0.235
H 0.67 -3.53 -5.09 0.236
H -0.76 -2.10 -3.64 0.245
O 1.67 2.28 -2.63 -0.498
C 1.30 2.24 -1.50 0.776
O 1.49 1.18 -0.68 -0.755
C 0.62 3.37 -0.76 0.072
C 0.49 4.64 -1.28 -0.191
C -0.19 5.58 -0.52 -0.140
C -0.68 5.22 0.72 -0.223
C -0.48 3.92 1.16 0.061
N 0.16 3.01 0.44 -0.444
H 0.90 4.86 -2.26 0.253
H -0.32 6.59 -0.89 0.239
H -1.20 5.93 1.35 0.240
H -0.84 3.59 2.13 0.207
O -2.49 -0.33 -0.98 -0.864
S -2.29 1.07 -0.72 2.539
O -3.34 2.01 -0.86 -0.853
O -1.00 1.41 -1.45 -0.906
O -1.65 1.06 0.70 -0.871
C -1.79 1.46 5.41 -0.596
C -0.86 0.28 5.08 -0.456
C 0.08 0.65 3.98 0.119
N -0.06 0.30 2.76 -0.249
N 0.89 0.78 1.91 -0.396
C 1.78 1.54 2.52 0.292
N 2.81 2.11 1.87 -0.772
S 1.48 1.70 4.21 0.402
H -2.49 1.16 6.19 0.233
H -2.37 1.74 4.53 0.217
H -1.23 2.32 5.77 0.206
H -1.43 -0.57 4.73 0.255
H -0.29 0.00 5.96 0.234
H 2.79 2.08 0.87 0.424
H 3.39 2.79 2.33 0.422


No. 4
56
Properties=species:S:1:pos:R:3:nbo_charge:R:1 method="wB97M-V/def2-TZVPD" orbital_gap_ha=0.16988 lumo_ev=-1.88 homo_ev=-6.5 total_charge=0 de_lowest_kj_mol=442.2
C 0.30 4.73 -1.53 -0.626
C -0.22 3.45 -2.12 -0.073
O -0.76 2.66 -1.04 -0.530
C -1.31 1.49 -1.47 0.738
C -1.83 0.72 -0.37 -0.398
C -2.72 -0.34 -0.51 -0.037
C -2.99 -0.95 -1.79 -0.192
C -3.72 -2.11 -1.88 -0.179
C -4.25 -2.72 -0.72 -0.241
C -4.93 -3.98 -0.80 0.287
N -5.47 -5.02 -0.86 -0.345
C -4.10 -2.08 0.52 -0.151
C -3.38 -0.91 0.63 -0.231
O -1.26 1.17 -2.67 -0.688
H 0.97 5.22 -2.24 0.212
H -0.53 5.42 -1.34 0.209
H 0.84 4.57 -0.59 0.210
H -1.02 3.64 -2.85 0.191
H 0.59 2.89 -2.61 0.184
H -1.61 1.10 0.63 0.218
H -2.59 -0.46 -2.67 0.251
H -3.91 -2.57 -2.86 0.225
H -4.58 -2.52 1.40 0.223
H -3.29 -0.39 1.59 0.213
C 4.67 4.31 0.38 -0.258
O 4.19 3.69 -0.83 -0.489
C 3.41 2.58 -0.72 0.339
C 3.19 1.84 -1.91 -0.273
C 2.33 0.78 -1.90 -0.128
C 1.63 0.40 -0.71 -0.180
C 0.68 -0.66 -0.76 0.020
C 0.53 -1.67 0.21 -0.093
C -0.42 -2.71 -0.03 -0.118
C -0.76 -3.60 0.95 -0.275
C -0.11 -3.53 2.22 0.376
O -0.59 -4.36 3.18 -0.476
C -0.06 -4.23 4.52 -0.260
C 0.95 -2.62 2.42 -0.316
C 1.27 -1.72 1.42 -0.156
C 1.89 1.13 0.47 -0.144
C 2.77 2.20 0.48 -0.274
H 5.31 5.12 0.02 0.209
H 3.84 4.73 0.97 0.183
H 5.25 3.61 0.99 0.185
H 3.73 2.15 -2.80 0.236
H 2.17 0.18 -2.80 0.227
H 0.18 -0.82 -1.72 0.240
H -0.90 -2.76 -1.01 0.235
H -1.53 -4.35 0.80 0.245
H -0.60 -4.98 5.08 0.211
H 1.02 -4.44 4.54 0.183
H -0.25 -3.23 4.93 0.187
H 1.50 -2.62 3.36 0.226
H 2.11 -1.04 1.57 0.225
H 1.37 0.86 1.39 0.222
H 2.97 2.74 1.41 0.220


No. 5
64
Properties=species:S:1:pos:R:3:nbo_charge:R:1 method="wB97M-V/def2-TZVPD" orbital_gap_ha=0.23329 lumo_ev=-3.77 homo_ev=-10.1 total_charge=+1 de_lowest_kj_mol=0.0
W 0.99 1.11 -1.46 0.994
N -1.88 1.79 -4.95 -0.766
C -1.27 1.72 -3.75 0.292
S -0.50 0.25 -3.30 -0.130
N -1.31 2.75 -2.97 -0.400
N -0.68 2.52 -1.78 -0.250
C -1.01 3.34 -0.85 0.038
C -0.35 3.21 0.40 0.188
C -0.62 4.05 1.48 -0.212
C 0.10 3.92 2.64 -0.112
C 1.08 2.94 2.70 -0.240
C 1.29 2.13 1.60 0.098
N 0.59 2.23 0.46 -0.483
H -1.93 0.98 -5.54 0.413
H -2.47 2.58 -5.15 0.416
H -1.75 4.12 -1.03 0.230
H -1.38 4.81 1.37 0.240
H -0.09 4.56 3.48 0.238
H 1.69 2.79 3.58 0.242
H 2.05 1.37 1.64 0.241
S 3.07 0.52 -0.38 -0.117
C 2.74 -0.68 0.91 -0.167
C 3.82 -1.00 1.73 -0.222
C 3.68 -1.91 2.77 -0.170
C 2.46 -2.53 3.00 -0.236
C 1.38 -2.22 2.19 -0.130
C 1.51 -1.29 1.16 -0.430
As 0.01 -0.90 -0.01 1.168
C -1.33 0.00 1.07 -0.355
C -1.23 0.15 2.45 -0.164
C -2.22 0.85 3.14 -0.217
C -3.30 1.38 2.46 -0.201
C -3.40 1.23 1.09 -0.198
C -2.41 0.55 0.39 -0.239
C -0.82 -2.64 -0.25 -0.348
C -0.05 -3.75 -0.61 -0.134
C -0.62 -5.01 -0.64 -0.232
C -1.96 -5.18 -0.32 -0.171
C -2.73 -4.08 0.05 -0.207
C -2.16 -2.82 0.09 -0.213
H 4.78 -0.53 1.55 0.232
H 4.53 -2.15 3.39 0.228
H 2.35 -3.24 3.80 0.229
H 0.43 -2.72 2.35 0.218
H -0.39 -0.27 2.99 0.219
H -2.14 0.96 4.22 0.225
H -4.07 1.91 3.01 0.226
H -4.25 1.64 0.55 0.225
H -2.49 0.44 -0.69 0.227
H 0.99 -3.63 -0.85 0.224
H -0.02 -5.86 -0.92 0.224
H -2.41 -6.16 -0.35 0.225
H -3.77 -4.20 0.31 0.226
H -2.77 -1.98 0.40 0.229
O 1.98 3.07 -1.72 -0.640
C 2.50 2.72 -2.82 0.636
O 2.22 1.57 -3.23 -0.669
H 3.17 3.38 -3.37 0.163
N 1.88 -0.82 -2.57 -0.611
N 1.29 -2.10 -2.80 -0.666
H 2.16 -0.36 -3.43 0.411
H 2.70 -0.96 -1.98 0.422
H 1.89 -2.62 -3.43 0.365
H 0.40 -1.96 -3.29 0.374


No. 6
79
Properties=species:S:1:pos:R:3:lowdin_charge:R:1 method="wB97M-V/def2-TZVPD" orbital_gap_ha=0.34615 lumo_ev=-0.60 homo_ev=-10.0 smiles="O=C(Cl)CB1OBOB(CCCCC(F)(F)C(F)(F)S(F)(F)(F)(F)F)O1.O=[N+]([O-])c1ccccc1.O=[N+]([O-])c1ccccc1.O=[N+]([O-])c1ccccc1" total_charge=0
O 2.49 -4.22 2.80 0.083
C 2.94 -3.84 1.78 -0.802
Cl 4.68 -3.41 1.68 0.644
C 2.21 -3.61 0.51 -0.032
B 1.40 -2.24 0.63 -0.546
O 1.76 -1.18 -0.16 0.287
B 0.93 -0.08 -0.07 -0.344
O -0.41 -0.32 0.17 0.270
B -0.63 -1.19 1.23 -0.533
C -1.94 -1.11 2.06 -0.042
C -3.20 -1.25 1.17 -0.168
C -3.75 -2.69 1.10 -0.159
C -4.17 -3.14 -0.32 -0.057
C -3.36 -4.16 -1.12 -0.428
F -2.78 -3.53 -2.19 0.100
F -4.17 -5.12 -1.64 0.100
C -2.14 -4.90 -0.47 -0.431
F -1.32 -4.02 0.09 0.144
F -1.48 -5.50 -1.47 0.125
S -2.54 -6.28 0.77 0.775
F -2.04 -5.40 1.99 -0.133
F -1.07 -6.86 0.60 -0.122
F -3.06 -7.19 -0.41 -0.118
F -4.01 -5.72 0.99 -0.125
F -2.86 -7.45 1.78 -0.105
O 0.36 -2.13 1.52 0.300
H 2.90 -3.53 -0.32 0.104
H 1.52 -4.44 0.38 0.127
H 1.35 1.03 -0.01 0.124
H -1.95 -1.81 2.90 0.117
H -1.97 -0.10 2.49 0.108
H -3.98 -0.60 1.57 0.093
H -2.97 -0.88 0.17 0.108
H -3.06 -3.37 1.58 0.079
H -4.66 -2.72 1.70 0.120
H -5.18 -3.54 -0.28 0.125
H -4.24 -2.26 -0.96 0.127
O 0.63 1.01 -2.41 0.054
N 1.04 1.49 -3.45 -0.325
O 1.53 0.85 -4.35 0.093
C 0.98 2.95 -3.59 -0.168
C 0.46 3.71 -2.56 -0.007
C 0.45 5.08 -2.69 -0.058
C 0.96 5.68 -3.84 -0.066
C 1.47 4.90 -4.86 -0.063
C 1.48 3.52 -4.75 -0.004
H 0.08 3.23 -1.67 0.124
H 0.06 5.69 -1.89 0.109
H 0.96 6.76 -3.93 0.107
H 1.86 5.37 -5.76 0.108
H 1.87 2.90 -5.54 0.120
O -5.55 1.78 3.00 0.080
N -4.71 1.41 3.80 -0.350
O -4.50 0.25 4.09 0.070
C -3.87 2.44 4.44 -0.149
C -4.10 3.77 4.15 -0.003
C -3.32 4.72 4.77 -0.065
C -2.32 4.34 5.66 -0.070
C -2.10 3.00 5.93 -0.063
C -2.89 2.03 5.32 -0.004
H -4.88 4.05 3.46 0.119
H -3.48 5.77 4.55 0.108
H -1.71 5.09 6.14 0.107
H -1.33 2.70 6.62 0.109
H -2.73 0.98 5.52 0.120
O 4.69 4.45 -2.52 0.084
N 4.41 3.29 -2.28 -0.335
O 3.35 2.91 -1.83 0.070
C 5.42 2.26 -2.58 -0.143
C 6.65 2.65 -3.07 -0.004
C 7.60 1.68 -3.34 -0.066
C 7.30 0.34 -3.11 -0.069
C 6.06 -0.03 -2.62 -0.057
C 5.10 0.94 -2.35 0.007
H 6.87 3.70 -3.24 0.118
H 8.57 1.96 -3.72 0.107
H 8.05 -0.42 -3.31 0.107
H 5.83 -1.07 -2.44 0.110
H 4.13 0.66 -1.96 0.119


No. 7
83
Properties=species:S:1:pos:R:3:lowdin_charge:R:1 method="wB97M-V/def2-TZVPD" orbital_gap_ha=0.28675 lumo_ev=-1.12 homo_ev=-8.9 total_charge=0
C -2.55 2.04 4.01 -0.107
C -2.47 0.83 3.10 -0.680
Cl -1.70 -0.55 4.00 0.651
C -1.59 1.10 1.88 -0.226
C -1.38 -0.16 1.00 -0.310
N 0.05 -0.67 1.09 0.143
C 0.99 -0.49 -0.12 -0.231
C 1.30 -1.84 -0.79 -0.156
C 2.81 -2.05 -1.06 -0.043
C 3.34 -3.33 -0.45 -0.446
F 2.46 -4.34 -0.66 0.132
F 4.51 -3.69 -1.03 0.144
C 3.58 -3.29 1.09 -0.329
F 2.52 -2.62 1.65 0.125
F 3.57 -4.52 1.59 0.177
C 4.89 -2.56 1.56 -0.324
F 4.61 -1.94 2.73 0.158
F 5.19 -1.60 0.67 0.161
C 6.15 -3.46 1.80 -0.347
F 6.15 -4.50 0.96 0.170
F 7.22 -2.70 1.52 0.175
C 6.32 -3.97 3.27 -0.356
F 5.14 -4.37 3.76 0.166
F 6.79 -2.97 4.01 0.176
C 7.31 -5.17 3.39 -0.562
F 7.57 -5.36 4.68 0.195
F 8.44 -4.90 2.75 0.198
F 6.77 -6.27 2.90 0.192
C 0.44 0.63 -1.03 -0.660
Br 0.71 2.34 -0.02 0.954
C 1.16 0.77 -2.37 -0.056
C 2.45 1.56 -2.41 -0.536
O 2.61 2.47 -3.15 0.201
O 3.48 1.12 -1.60 0.053
O -0.91 0.50 -1.33 -0.122
C -1.82 -0.09 -0.47 -0.690
I -2.14 -2.21 -1.08 1.047
C -3.14 0.64 -0.70 -0.189
C -4.34 0.18 0.13 -0.201
C -5.49 -0.41 -0.68 -0.178
C -6.73 -0.57 0.18 -0.173
O -6.45 -1.60 1.16 -0.050
C -7.25 -1.62 2.25 -0.347
O -7.53 -0.67 2.90 0.101
H -3.29 2.75 3.64 0.094
H -2.82 1.73 5.03 0.075
H -1.57 2.52 4.09 0.087
H -3.47 0.51 2.81 0.096
H -1.98 1.94 1.30 0.119
H -0.63 1.44 2.28 0.074
H -1.98 -0.94 1.46 0.078
H 0.01 -1.67 1.30 0.150
H 0.49 -0.23 1.90 0.156
H 1.92 -0.11 0.30 0.122
H 0.75 -1.94 -1.73 0.079
H 0.93 -2.65 -0.16 0.088
H 2.99 -2.13 -2.13 0.149
H 3.42 -1.21 -0.73 0.106
H 1.29 -0.22 -2.80 0.142
H 0.47 1.32 -3.02 0.105
H 3.26 1.29 -0.67 0.074
H -2.93 1.71 -0.59 0.096
H -3.36 0.50 -1.77 0.126
H -4.07 -0.54 0.91 0.093
H -4.75 1.06 0.66 0.129
H -5.75 0.25 -1.52 0.132
H -5.22 -1.40 -1.06 0.091
H -7.60 -0.88 -0.42 0.132
H -6.97 0.36 0.70 0.125
H -7.60 -2.64 2.48 0.146
B -1.13 5.35 -4.12 -0.866
O -0.71 3.97 -4.48 0.257
C -1.29 3.11 -3.70 -0.372
O -1.16 1.91 -3.71 0.104
C -2.19 3.89 -2.72 -0.381
O -2.86 3.38 -1.85 0.114
O -2.07 5.16 -2.98 0.250
O 0.02 6.17 -3.72 0.230
C 0.09 7.24 -4.51 -0.380
O 0.91 8.11 -4.45 0.160
C -1.09 7.16 -5.51 -0.380
O -1.34 7.95 -6.37 0.161
O -1.76 6.04 -5.24 0.234